No. 1
The following is a DFT calculation (ωB97M-V/def2-TZVPD) of a cluster of 12 separate species, C16H56O12 in total.

## Properties
HOMO level: -9.891 eV
Net charge: 0
SMILES string: CCO.CCO.CCO.CCO.CCO.CCO.CO.CO.CO.CO.O.O
Gap between HOMO and LUMO: 10.197 eV
Relative energy (zero: lowest compared OMol25 entry of this formula, charge and spin): 0.0 kJ/mol

```
84
Properties=species:S:1:pos:R:3:forces:R:3:mulliken_charge:R:1
C -2.931 1.437 3.021 -0.08 -0.05 -0.90 -0.9204
O -1.942 2.121 2.267 0.35 0.32 -0.05 -0.4467
H -3.794 2.091 3.154 0.02 0.01 0.28 0.3180
H -3.278 0.568 2.456 -0.01 -0.12 0.21 0.3310
H -2.519 1.118 3.975 -0.14 0.07 0.07 0.3283
H -1.788 1.744 1.376 -0.32 -0.11 0.33 0.3759
C 0.027 0.325 -0.020 0.81 0.01 0.58 1.2603
O -1.135 1.148 -0.150 0.43 -0.61 -0.35 -0.0145
H 0.741 0.549 -0.813 -0.08 -0.17 -0.13 0.5370
H 0.553 0.523 0.917 -0.31 0.41 -0.11 -1.0340
H -0.164 -0.749 0.005 -0.35 0.12 -0.39 -0.2894
H -1.208 1.269 -1.108 -0.47 0.47 0.21 -0.2756
C 3.090 2.074 -0.166 -0.67 -0.30 0.41 0.0450
O 4.097 2.745 0.597 -0.17 0.02 -0.72 -0.5493
H 2.109 2.548 -0.099 0.26 0.48 0.39 -0.0586
H 3.289 2.039 -1.238 0.41 -0.27 0.08 0.3701
H 2.927 1.089 0.282 0.12 -0.22 -0.50 -0.2125
H 4.906 2.585 0.102 0.17 0.20 0.31 0.3230
C 0.475 2.956 -3.202 -0.08 -0.05 0.16 -0.2792
O -0.695 3.037 -2.378 0.05 -0.12 -0.14 -0.4437
H 1.351 2.939 -2.557 0.25 -0.12 -0.19 -0.0181
H 0.415 2.041 -3.787 0.05 -0.08 0.05 0.1679
H 0.554 3.799 -3.889 -0.10 0.13 0.05 0.2912
H -0.439 3.485 -1.568 -0.15 0.07 0.01 0.2580
O 0.545 3.292 1.697 -0.53 0.05 0.08 -0.6714
H 0.331 3.737 0.873 0.03 0.04 0.03 0.2256
H -0.324 3.111 2.112 0.22 -0.07 -0.09 0.4152
O 2.573 2.202 3.191 -0.06 -0.55 -0.15 -0.6567
H 3.390 2.123 2.683 -0.09 0.18 -0.02 0.3468
H 1.873 2.273 2.515 0.36 0.38 0.30 0.2824
C -2.352 -4.149 0.147 -0.22 0.27 -0.14 -1.3464
C -1.235 -3.343 0.768 0.33 0.51 -0.33 1.0145
O -1.198 -3.452 2.178 0.03 -0.10 -0.01 -0.6601
H -2.343 -5.191 0.464 0.16 -0.02 -0.01 0.3896
H -2.222 -4.090 -0.936 -0.01 -0.21 -0.02 0.3008
H -3.346 -3.746 0.349 0.09 0.07 0.24 0.3366
H -1.316 -2.280 0.494 -0.38 -0.13 -0.05 -0.3435
H -0.289 -3.643 0.292 0.06 -0.26 0.32 -0.0254
H -0.452 -2.913 2.492 -0.13 -0.27 -0.04 0.3193
C -0.100 -0.147 3.563 -0.22 -0.35 0.47 -0.2394
C 0.664 -1.266 4.231 -0.01 0.25 -0.02 -0.7719
O 1.151 -2.157 3.194 0.19 0.02 0.41 -0.4982
H 0.569 0.351 2.864 -0.28 0.10 0.03 -0.2633
H -0.449 0.565 4.313 0.34 0.08 -0.02 0.3698
H -1.017 -0.528 3.108 0.26 -0.02 -0.40 0.3346
H 0.036 -1.850 4.911 0.05 0.13 0.00 0.3382
H 1.510 -0.836 4.777 -0.02 -0.19 -0.02 0.4183
H 1.694 -2.820 3.642 -0.11 -0.02 -0.26 0.2178
C 4.720 -1.567 -0.019 0.08 -0.53 0.29 -0.8762
C 3.751 -2.071 1.026 -0.05 1.06 0.95 -0.3609
O 2.453 -1.527 0.748 0.06 -0.73 0.02 -0.2227
H 4.507 -1.968 -1.010 0.06 -0.12 0.01 0.1211
H 5.708 -1.890 0.321 0.11 0.13 -0.40 0.4139
H 4.690 -0.482 -0.091 0.00 0.04 0.15 0.1090
H 4.051 -1.684 2.012 0.13 0.19 -0.17 0.3329
H 3.787 -3.152 1.200 -0.37 -0.12 -0.72 0.4115
H 1.906 -1.663 1.545 0.04 0.04 -0.19 0.1303
C 2.377 -3.120 -3.652 -0.34 -0.33 0.12 -1.1751
C 1.408 -3.113 -2.488 -0.60 0.33 -0.59 -0.1893
O 1.360 -1.815 -1.870 0.28 -1.05 0.20 0.1419
H 2.091 -2.398 -4.416 0.02 0.13 0.08 0.2489
H 2.317 -4.114 -4.106 0.37 0.07 -0.06 0.3931
H 3.379 -2.898 -3.288 0.11 -0.11 -0.20 0.2406
H 1.628 -3.948 -1.815 0.21 0.39 0.40 0.5219
H 0.395 -3.329 -2.849 0.04 0.09 -0.08 0.1763
H 1.840 -1.900 -1.025 -0.23 0.52 0.04 -0.2438
C -3.801 3.158 -0.850 -0.79 0.71 -0.26 -0.8675
C -4.626 3.595 0.351 0.42 -0.19 -0.27 0.2405
O -5.968 3.160 0.165 0.05 -0.12 0.14 -0.5362
H -4.241 3.655 -1.720 0.15 -0.12 -0.12 0.4966
H -3.856 2.087 -1.034 0.20 -0.06 0.23 0.1695
H -2.783 3.526 -0.756 0.11 -0.25 0.04 0.1397
H -4.602 4.688 0.412 0.08 0.00 0.13 0.2731
H -4.171 3.174 1.251 -0.21 0.06 0.15 -0.1897
H -6.452 3.340 0.976 -0.05 -0.01 -0.06 0.3047
C -2.078 -1.213 -2.791 -0.56 0.49 -0.06 -0.7087
C -1.562 -0.227 -3.827 0.30 0.18 0.02 -0.0461
O -0.243 -0.490 -4.305 -0.17 -0.07 0.35 -0.6208
H -3.137 -0.954 -2.677 -0.05 -0.38 0.08 0.4434
H -1.641 -1.043 -1.807 0.28 -0.08 -0.07 -0.1173
H -1.973 -2.264 -3.054 -0.02 0.02 -0.19 0.3113
H -1.627 0.770 -3.365 0.19 0.06 -0.09 -0.0871
H -2.185 -0.163 -4.719 -0.14 -0.29 0.06 0.4289
H 0.243 -0.886 -3.570 0.23 0.10 0.09 0.2960
```
Positions in Å, forces in eV/Å.


No. 2
The following is a DFT calculation (ωB97M-V/def2-TZVPD) of a cluster of 2 separate species, C3H7N2S in total.

## Properties
HOMO level: -13.363 eV
Net charge: +1
Gap between HOMO and LUMO: 9.255 eV
Relative energy (zero: lowest compared OMol25 entry of this formula, charge and spin): 327.0 kJ/mol

```
13
Properties=species:S:1:pos:R:3:forces:R:3:mulliken_charge:R:1
C -0.470 -0.064 -0.750 2.08 -1.50 2.74 0.2440
C 0.883 0.234 1.870 -1.22 0.00 0.68 -0.5459
C 1.063 -0.599 0.704 -1.68 3.56 -2.20 -0.1626
N 0.032 0.068 -1.921 1.05 -1.25 -3.00 -0.3272
N -1.657 0.268 -0.408 -3.56 0.00 2.97 -0.3599
S 2.213 0.712 0.630 -0.95 -0.29 1.16 0.0354
H -0.090 0.759 1.765 1.03 0.30 0.34 0.1793
H 1.039 -0.087 2.938 0.49 0.23 -1.41 0.3314
H 1.327 -1.529 0.403 0.37 -2.92 -0.27 0.5130
H 0.628 -0.749 -2.202 -0.26 1.66 0.20 0.3056
H -0.513 0.477 -2.690 0.24 -0.28 0.32 0.2408
H -1.898 0.016 0.595 0.35 0.68 -1.71 0.2683
H -2.555 0.494 -0.934 2.07 -0.20 0.17 0.2778
```
Positions in Å, forces in eV/Å.


No. 3
The following is a DFT calculation (ωB97M-V/def2-TZVPD) of a cluster of 2 separate species, C6H14N2O2 in total.

## Properties
HOMO level: -8.835 eV
Net charge: 0
SMILES string: CNC(C)=O.CNC(C)=O
Gap between HOMO and LUMO: 9.402 eV
Relative energy (zero: lowest compared OMol25 entry of this formula, charge and spin): 116.1 kJ/mol

```
24
Properties=species:S:1:pos:R:3:forces:R:3:mulliken_charge:R:1
C 1.938 -0.875 2.485 1.10 0.36 -0.63 -1.0927
C -0.479 -2.968 0.496 -0.93 -1.67 0.12 -0.8919
C 0.922 -1.253 1.446 -0.80 -0.57 0.45 0.6372
O 0.538 -0.485 0.575 0.61 -0.13 0.27 -0.5971
N 0.375 -2.501 1.564 0.35 0.68 -0.78 -0.1555
H 1.507 -0.316 3.308 -0.22 0.18 -0.02 0.2531
H 0.727 -3.155 2.245 0.01 0.15 -0.15 0.2478
H -1.532 -2.987 0.800 0.06 0.40 -0.05 0.2821
H 2.517 -1.702 2.906 -0.28 -0.07 -0.15 0.3905
H 2.643 -0.230 1.928 -0.23 -0.11 0.58 0.2779
H -0.397 -2.434 -0.448 0.31 0.33 0.37 0.2752
H -0.276 -4.030 0.286 0.26 0.29 0.05 0.3402
C 0.805 1.309 -2.676 0.13 1.50 -1.29 -0.9332
C -1.646 1.601 0.271 0.00 -0.79 0.23 -0.8762
C -1.100 1.810 -1.107 0.59 0.76 -1.29 0.7706
O -1.825 2.216 -2.002 -0.42 -0.53 -0.06 -0.6197
N 0.250 1.718 -1.394 1.67 -0.86 0.28 -0.2188
H 0.984 1.420 -0.768 -1.17 0.02 1.32 0.2607
H 1.381 0.382 -2.636 -0.86 -0.53 0.16 0.2478
H -2.731 1.679 0.209 0.18 0.66 0.06 0.3059
H 0.018 1.388 -3.426 0.08 -0.65 -0.04 0.3719
H 1.608 1.978 -3.068 -0.63 0.29 0.57 0.2949
H -1.486 0.594 0.664 0.49 0.16 -0.21 0.1461
H -1.167 2.306 0.947 -0.27 0.11 0.21 0.2832
```
Positions in Å, forces in eV/Å.